The following is a DFT calculation (the ωB97M-V functional and the def2-TZVPD basis) of a structure of composition C10H20BaN4O7 in a non-equilibrium geometry.

Last column: Mulliken charge in e.
Element x y z (Å)
O: -4.5544 -1.7660 -0.8993  -0.6072
H: -5.4839 -1.5501 -0.7906  0.2968
Ba: -1.2189 -0.7856 -0.1436  1.8403
N: 2.1966 -1.3202 -0.1395  0.3208
N: 0.2913 -2.8984 0.1717  0.2918
N: -0.4534 1.9375 0.5049  0.1770
N: -2.9143 1.4424 -0.3834  0.2188
O: 3.1090 -0.4840 -0.4580  -0.7559
O: 0.6908 2.2642 1.2147  -0.5901
O: -3.9805 1.2072 -1.0349  -0.7157
O: -0.7653 -3.5579 0.4537  -0.6359
C: 1.4769 -3.5356 0.0263  0.0925
C: 2.5485 -2.6425 -0.2033  0.3591
C: -1.3779 2.8961 0.6916  0.2242
C: -2.7021 2.6665 0.1824  0.1088
C: 3.9275 -3.1409 -0.4471  -1.3300
H: 4.3385 -3.6485 0.4418  0.2824
H: 4.5984 -2.3274 -0.7500  0.3302
H: 3.9258 -3.9081 -1.2360  0.3353
C: 1.6276 -5.0009 0.1361  -1.2471
H: 0.6531 -5.4554 0.3042  0.3545
H: 2.2605 -5.2776 0.9875  0.3030
H: 2.0854 -5.4312 -0.7626  0.3163
C: -0.9793 4.0975 1.4764  -1.2495
C: -3.7769 3.6778 0.2872  -1.3351
H: -0.3403 4.7647 0.8745  0.2423
H: -0.3894 3.7933 2.3495  0.3362
H: -1.8336 4.6759 1.8268  0.3589
H: -4.6591 3.3083 -0.2320  0.3602
H: -3.4933 4.6523 -0.1145  0.3272
H: -4.0517 3.8574 1.3285  0.3060
H: 1.5782 2.2127 0.6353  0.3935
H: -4.2924 -1.0231 -1.4859  0.2999
C: -0.0366 0.0615 -2.0266  -1.2381
H: 0.7269 -0.6422 -2.4173  0.4505
H: 0.2351 1.0420 -2.4647  0.2466
H: -1.0637 -0.1734 -2.4894  0.4801
O: 2.9266 2.1711 0.0526  -0.6612
H: 2.9407 2.7058 -0.7575  0.3309
H: 3.0107 1.2272 -0.2640  0.4354
O: 2.0094 -0.0235 3.1882  -0.1727
C: 1.2097 -0.0685 2.3663  0.1191

Forces on the atoms, in the same order (eV/Å):
O 0.459 0.559 -0.753
H -0.185 -0.158 0.339
Ba -1.531 -0.473 3.415
N 0.888 0.193 -0.650
N 0.086 -0.927 -0.098
N -1.276 1.337 -0.021
N 1.067 1.810 0.723
O -0.118 -0.624 0.155
O 1.831 0.017 -0.360
O -0.372 -0.262 -0.038
O 0.212 0.117 -0.119
C -0.440 1.026 0.258
C -0.503 0.470 0.227
C 1.712 -2.360 -0.081
C -0.480 -1.943 -0.894
C 0.521 -0.140 -0.267
H -0.158 0.306 -0.168
H -0.252 -0.228 0.190
H -0.037 0.239 0.118
C -0.001 -0.554 0.150
H -0.005 0.013 -0.120
H 0.016 0.115 -0.128
H -0.090 0.090 0.130
C -0.166 0.613 0.353
C -0.357 0.347 -0.039
H -0.151 -0.280 0.180
H -0.167 0.109 -0.313
H -0.082 -0.048 -0.186
H 0.030 0.065 -0.075
H -0.014 -0.013 -0.168
H -0.028 -0.051 0.105
H -1.855 -0.100 0.835
H -0.074 -0.132 0.537
C 0.632 1.221 -5.879
H -0.409 -0.117 1.067
H -0.159 -0.150 1.150
H 1.298 0.314 0.673
O 0.368 -0.260 -1.031
H 0.074 -0.104 0.370
H -0.046 0.179 0.383
O -1.698 0.035 -1.919
C 1.460 -0.252 1.950

Properties
Gap between HOMO and LUMO (spin up / spin down) = 5.78 / 4.37 eV
Highest occupied orbital energy (spin up / spin down) = -7.01 / -6.90 eV